Density functional theory data (wB97M-V/def2-TZVPD) for C20H45CrN2P3SSe as an isolated structure.

The geometry in XYZ format:
```
73
C20H45CrN2P3SSe (wB97M-V/def2-TZVPD)
H 2.62 -1.33 2.06
C 0.30 3.52 -2.54
C 0.91 2.87 -4.81
H 0.61 2.55 -5.81
H 1.86 -2.88 -2.84
H 1.66 -2.55 1.19
Cr -0.96 -0.14 -0.88
C 1.15 -2.64 -2.03
H 3.55 4.30 -3.09
C -3.12 -2.88 -1.04
H 0.14 0.89 3.04
C 1.61 3.91 -2.27
H -4.00 -2.30 -1.34
H 0.18 5.03 2.71
H -3.40 -3.77 -0.45
H 1.37 2.07 1.43
C -0.02 2.93 -3.77
H -2.56 2.09 -2.28
H -3.89 -0.67 0.99
H -3.29 -0.21 -1.33
H 3.15 3.77 -0.27
C -2.56 -0.12 -2.17
H -0.55 -2.88 1.76
H 0.31 -3.34 -2.06
C 0.02 -1.00 -4.06
H -0.39 3.78 3.87
S -1.69 1.93 -0.09
H 0.83 -1.46 -4.62
H -2.43 1.23 -3.93
C -1.04 -3.24 0.85
H 2.80 -1.49 0.29
H 2.96 3.36 -5.34
H -1.04 2.61 -3.92
H -0.88 -1.62 -4.16
H -2.62 -3.22 -1.96
H -3.29 1.49 4.13
P 0.75 -0.25 0.94
H -1.72 -4.07 1.10
C 0.29 -0.16 2.73
H -0.59 -0.76 2.96
H -2.58 -1.00 -2.82
H 2.02 1.57 -0.16
Se 2.09 4.76 -0.60
H -2.53 3.07 4.32
H -0.19 0.00 -4.46
N -2.66 2.35 2.34
H 1.87 1.11 -2.64
H 2.73 -0.06 -1.57
H 0.07 3.48 1.05
C -2.48 2.13 3.77
C 2.08 -1.54 1.12
H -3.42 1.80 1.91
N -0.55 3.27 1.84
P -2.00 -1.92 0.05
C 2.22 3.33 -4.54
H -3.58 -2.18 1.89
H 2.78 0.97 1.35
C -3.10 -1.33 1.38
C 2.10 0.04 -2.47
C -2.34 1.15 -2.81
H 1.13 -0.56 3.32
H -0.26 -3.62 0.18
H -0.45 3.76 -1.78
H 1.66 -2.73 -1.06
C 1.82 1.24 0.87
H -1.56 4.79 2.94
C -1.62 2.53 1.50
C 2.57 3.86 -3.29
H -1.53 1.61 3.97
H -2.53 -0.74 2.11
P 0.57 -0.93 -2.33
H 2.65 -0.35 -3.34
C -0.59 4.28 2.90
```

Values from the calculation:
Highest occupied orbital energy (spin up / spin down) ... -16.127 / -16.126 eV
2S+1 ... 4
Lowest unoccupied orbital energy (spin up / spin down) ... -10.99 / -10.71 eV
Maximum force ... 4.01 eV/A
Expectation value of S² ... 3.8462
Kohn-Sham gap (spin up / spin down) ... 5.137 / 5.416 eV
Charge ... +3
Relative energy (zero: lowest compared OMol25 entry of this formula, charge and spin) ... 18.4 kcal per mole